1.
{"formula": "C4H8N3O", "method": "ωB97M-V/def2-TZVPD", "species": ["C", "N", "N", "C", "N", "C", "C", "O", "H", "H", "H", "H", "H", "H", "H", "H"], "xyz": [[2.01414, 0.94782, 0.01565], [0.71573, 0.23365, -0.11689], [-0.45008, 0.92703, 0.04250], [-1.62608, 0.39169, -0.00012], [-1.80457, -0.92955, 0.10113], [-0.65879, -1.83647, -0.06186], [0.73786, -1.14189, -0.01425], [1.77658, -1.73215, 0.08054], [1.97693, 1.58145, -0.78706], [1.93498, 1.60746, 0.82662], [2.76693, 0.31793, -0.11355], [-0.43731, 1.88935, 0.32366], [-2.34224, 1.19084, -0.02772], [-2.73231, -1.13164, -0.18297], [-0.55766, -2.41609, -1.12130], [-0.86057, -2.50533, 0.78177]], "atomic_forces_ev_per_a": [[-4.92, 1.72, -0.07], [1.40, -1.01, 0.59], [0.15, 0.08, -0.25], [0.74, -0.45, 0.77], [0.52, 2.86, -1.68], [0.55, -1.52, -1.58], [-1.04, 0.07, 1.00], [-0.55, -0.35, -0.30], [0.49, 1.76, -2.37], [0.64, 0.30, 1.83], [3.18, -2.74, 0.22], [0.68, 0.50, -0.26], [-1.22, -0.61, 0.21], [-0.83, -1.31, -0.12], [-0.94, 1.20, 2.51], [1.13, -0.50, -0.51]], "total_charge": 1, "homo_lumo_gap_ev": 9.77, "multiplicity": 1, "lumo_ev": -4.079, "energy_ev": -10786.867}


2.
{"formula": "C4H8N4", "method": "ωB97M-V/def2-TZVPD", "species": ["C", "C", "C", "C", "N", "N", "N", "N", "H", "H", "H", "H", "H", "H", "H", "H"], "xyz": [[-1.47138, -0.74020, 0.21452], [2.35877, 0.45639, -0.18522], [-2.51862, 0.03948, 0.16760], [2.11300, 1.71838, 0.00915], [-0.23832, -0.52492, -0.45627], [2.34822, -0.71248, 0.43560], [0.64023, -1.68046, -0.68709], [1.68756, -1.78984, 0.26053], [-2.74761, 0.60173, -0.65306], [-3.24984, 0.00690, 0.98662], [2.19948, 2.50183, -0.87115], [1.83781, 2.10414, 0.96956], [-0.16011, -0.03823, -1.31109], [3.25433, -1.01497, 0.95376], [0.30005, -2.62440, -0.76146], [-1.40506, -1.40151, 1.08003]], "atomic_forces_ev_per_a": [[2.06, 0.03, 0.95], [-0.27, -0.48, -0.90], [-1.37, -0.92, 1.61], [0.38, 1.78, -1.87], [-0.02, -3.30, 0.42], [2.68, -0.58, 0.96], [1.54, 2.04, 1.26], [-1.42, -0.94, -0.51], [-0.36, 1.92, -1.86], [0.24, -0.23, -0.62], [0.08, -1.72, 1.97], [-0.49, 0.30, 0.44], [-0.72, 0.96, -0.74], [-1.80, 1.08, -0.92], [-1.01, 0.15, 0.13], [0.49, -0.09, -0.33]], "homo_lumo_gap_ev": [8.14, 8.14], "multiplicity": 1, "lumo_ev": [0.736, 0.735], "energy_ev": -10231.086}